{
  "formula": "C57H102N8O8S",
  "method": "the ωB97M-V functional and the def2-TZVPD basis",
  "multiplicity": 1,
  "orbital_gap_ev": 10.17,
  "total_energy_ev": -99896.1538,
  "smiles": "CCCCCC[C@@H]1[C@@H](COC(C)=O)[C@@H](CCCCOC=O)[C@@H](OC[C@H](C)CC(C)C)OS1(=O)=O.CCCC#N.CCCC#N.CCCC#N.CCCC#N.CCCC#N.CCCC#N.CCCC#N.CCCC#N",
  "symbols": ["C", "C", "C", "C", "C", "C", "C", "C", "C", "O", "C", "C", "O", "C", "C", "C", "C", "C", "O", "C", "O", "C", "O", "C", "C", "C", "C", "C", "C", "C", "O", "S", "O", "O", "H", "H", "H", "H", "H", "H", "H", "H", "H", "H", "H", "H", "H", "H", "H", "H", "H", "H", "H", "H", "H", "H", "H", "H", "H", "H", "H", "H", "H", "H", "H", "H", "H", "H", "H", "H", "H", "H", "H", "H", "H", "H", "H", "H", "H", "H", "C", "C", "C", "C", "N", "H", "H", "H", "H", "H", "H", "H", "C", "C", "C", "C", "N", "H", "H", "H", "H", "H", "H", "H", "C", "C", "C", "C", "N", "H", "H", "H", "H", "H", "H", "H", "C", "C", "C", "C", "N", "H", "H", "H", "H", "H", "H", "H", "C", "C", "C", "C", "N", "H", "H", "H", "H", "H", "H", "H", "C", "C", "C", "C", "N", "H", "H", "H", "H", "H", "H", "H", "C", "C", "C", "C", "N", "H", "H", "H", "H", "H", "H", "H", "C", "C", "C", "C", "N", "H", "H", "H", "H", "H", "H", "H"],
  "xyz": [[5.44207, 0.55119, 3.32653], [5.07781, 0.84069, 1.84709], [3.58358, 1.22790, 1.64496], [2.87020, 0.28802, 0.63713], [2.43391, -0.99775, 1.38126], [1.21512, -1.71060, 0.69632], [-0.02811, -1.68480, 1.58162], [-0.98382, -2.88487, 1.43887], [-0.29676, -4.25318, 1.37691], [-0.00088, -4.48584, -0.01558], [-0.74236, -5.52211, -0.53685], [-0.28092, -6.94509, -0.31786], [-1.71594, -5.23120, -1.09749], [-2.12020, -2.76093, 2.48842], [-1.68376, -2.72350, 3.96792], [-0.88986, -3.96732, 4.46205], [0.59018, -3.62085, 4.77222], [0.61399, -2.88059, 6.13788], [1.26048, -1.59862, 6.06646], [2.58207, -1.74456, 5.77516], [3.08926, -1.05100, 4.98625], [-3.04254, -1.50339, 2.20964], [-3.17581, -0.65227, 3.28747], [-4.42332, -0.73881, 3.97704], [-4.89142, 0.69248, 4.33407], [-5.48544, 0.70936, 5.78586], [-6.00740, 1.19285, 3.39744], [-5.51540, 1.82137, 2.08177], [-6.71733, 2.63842, 1.51819], [-4.36860, 2.83247, 2.26856], [-2.56928, -0.70829, 1.10162], [-1.04327, -0.20093, 1.24079], [-0.83912, 0.77685, 2.25031], [-0.71159, 0.35181, -0.03625], [5.32507, -0.51509, 3.55382], [4.80546, 1.09358, 4.03418], [6.47628, 0.84040, 3.54257], [5.70383, 1.68779, 1.55181], [5.37331, -0.04261, 1.27042], [3.56689, 2.24167, 1.23389], [3.09170, 1.19935, 2.62025], [2.04875, 0.80054, 0.12838], [3.63095, -0.00388, -0.09642], [3.28416, -1.69039, 1.35265], [2.26228, -0.77395, 2.43982], [1.07623, -1.18304, -0.25098], [1.55762, -2.71567, 0.44255], [0.31540, -1.54398, 2.60818], [-1.46071, -2.76442, 0.45642], [0.66227, -4.25948, 1.90937], [-0.91543, -5.06489, 1.77139], [0.40768, -7.25412, -1.10689], [-1.14461, -7.60849, -0.35936], [0.19790, -7.03395, 0.66082], [-2.74116, -3.65984, 2.37578], [-1.08597, -1.84022, 4.20893], [-2.59866, -2.70539, 4.56253], [-0.98428, -4.85030, 3.82466], [-1.31264, -4.26760, 5.42800], [1.02472, -2.96952, 4.00668], [1.20861, -4.52271, 4.81843], [-0.39441, -2.68290, 6.50170], [1.07829, -3.52614, 6.89856], [3.16420, -2.52788, 6.29467], [-3.99783, -1.91608, 1.87014], [-5.23242, -1.19639, 3.39713], [-4.25235, -1.25585, 4.92972], [-4.03575, 1.36902, 4.37753], [-6.57524, 0.61805, 5.74048], [-5.30555, 1.72072, 6.19490], [-5.03881, -0.05699, 6.42379], [-6.72562, 1.84756, 3.90090], [-6.59373, 0.30417, 3.11106], [-5.27426, 1.08956, 1.30307], [-6.85418, 3.47454, 2.22065], [-6.49194, 3.09768, 0.55254], [-7.64898, 2.06580, 1.51857], [-4.49415, 3.45961, 3.15531], [-4.30992, 3.44781, 1.36460], [-3.40872, 2.30408, 2.32697], [-6.64724, -4.34315, -1.53739], [-5.54473, -3.45453, -2.09744], [-4.63312, -2.85988, -1.02273], [-5.34436, -1.95864, -0.11519], [-5.90938, -1.25802, 0.59968], [-7.31871, -3.78364, -0.88242], [-7.24496, -4.75567, -2.35038], [-6.22842, -5.17671, -0.96809], [-5.98865, -2.65442, -2.67854], [-4.93325, -4.04354, -2.78233], [-3.83075, -2.30358, -1.51278], [-4.15714, -3.65436, -0.44213], [1.79673, 3.70897, -3.86412], [1.84900, 2.22323, -4.20156], [2.29901, 1.35806, -3.02047], [3.66800, 1.66211, -2.60459], [4.74209, 1.91495, -2.28593], [2.78289, 4.09204, -3.59461], [1.44379, 4.27970, -4.72371], [1.11627, 3.89766, -3.03124], [2.51494, 2.06802, -5.05345], [0.85501, 1.89527, -4.51250], [2.24373, 0.30424, -3.30205], [1.62103, 1.49651, -2.17475], [6.17312, 4.13936, -4.67201], [7.66227, 4.02962, -4.37095], [8.51124, 5.01455, -5.18163], [8.43249, 4.75464, -6.61811], [8.35544, 4.55157, -7.74558], [5.95774, 3.90260, -5.71654], [5.61301, 3.44084, -4.05103], [5.80508, 5.14721, -4.46557], [7.99517, 3.00689, -4.55970], [7.82337, 4.22395, -3.30906], [9.55404, 4.93801, -4.86764], [8.19278, 6.03888, -4.97802], [-9.06904, -0.21415, -6.17737], [-8.35591, 0.18337, -4.88985], [-6.89193, -0.26508, -4.85402], [-6.75562, -1.71982, -4.87875], [-6.63389, -2.86203, -4.87647], [-9.10499, -1.29864, -6.29558], [-10.09632, 0.15174, -6.16941], [-8.56694, 0.20938, -7.04953], [-8.89473, -0.23114, -4.03475], [-8.38730, 1.26973, -4.78859], [-6.41924, 0.11593, -3.94682], [-6.34914, 0.16592, -5.69704], [-1.49890, -1.09943, -3.42666], [-1.39873, 0.21090, -2.65306], [-2.75878, 0.87310, -2.41663], [-3.41515, 1.27091, -3.66562], [-3.93002, 1.58451, -4.64451], [-1.91141, -0.94413, -4.42533], [-0.51123, -1.54694, -3.54327], [-2.13345, -1.81706, -2.90124], [-0.73773, 0.89761, -3.18813], [-0.93704, 0.01566, -1.68186], [-2.62453, 1.76034, -1.79528], [-3.41124, 0.19446, -1.86256], [-2.74180, 2.06780, 9.28834], [-2.70477, 3.54164, 9.67715], [-4.09682, 4.17716, 9.74342], [-4.76130, 4.18277, 8.44122], [-5.28090, 4.17082, 7.41764], [-3.16253, 1.92854, 8.29071], [-1.73345, 1.65280, 9.28268], [-3.34038, 1.49086, 9.99676], [-2.07907, 4.08749, 8.96814], [-2.23233, 3.63818, 10.65688], [-4.00834, 5.20604, 10.09722], [-4.71691, 3.64466, 10.46745], [8.05002, -2.83021, 1.96929], [9.11059, -2.05270, 1.19785], [9.99393, -1.18864, 2.10290], [9.22760, -0.14569, 2.78181], [8.61336, 0.65940, 3.32241], [7.35761, -2.15917, 2.48187], [7.46642, -3.45097, 1.28845], [8.50824, -3.48483, 2.71388], [8.62520, -1.42843, 0.44470], [9.74846, -2.75857, 0.66170], [10.77495, -0.71785, 1.50293], [10.49636, -1.81381, 2.84389], [6.87554, 2.89526, -12.25988], [6.39723, 3.62918, -11.01202], [6.28224, 2.71729, -9.78876], [5.27741, 1.66892, -9.97056], [4.49294, 0.84352, -10.12076], [6.17369, 2.11422, -12.55800], [6.97060, 3.59052, -13.09482], [7.85106, 2.43407, -12.09237], [5.43395, 4.10181, -11.21730], [7.10137, 4.42996, -10.77976], [6.01162, 3.31757, -8.91895], [7.25046, 2.26350, -9.57095]]
}